Entry from OMol25: the molecule C15H22O3S in a non-equilibrium geometry (ωB97M-V/def2-TZVPD).

The geometry in XYZ format:
```
41
Properties=species:S:1:pos:R:3:forces:R:3
O 0.297057 -5.059100 -0.098347 -0.7 2.3 -0.2
O 1.000445 -2.945567 -1.297379 -1.3 -0.4 1.2
O -0.416444 -3.185938 3.098496 -0.2 0.0 -0.1
C -0.883812 2.050157 0.372120 0.0 -1.3 0.4
C 1.203761 1.219670 -0.557666 -1.1 0.2 1.4
C -0.844237 1.022943 1.364189 0.3 0.9 -1.2
C 1.287691 0.262241 0.495766 -1.4 1.6 -1.8
C 0.129927 2.142019 -0.610138 0.0 -0.3 0.7
C 0.246581 0.131184 1.409767 -0.5 0.3 1.0
C 1.538717 -0.838800 3.385519 0.1 0.6 0.5
C 0.004969 1.639552 -3.750433 -0.3 0.2 0.6
C -2.155734 2.166368 -2.579189 0.7 -0.8 0.0
C 0.016177 3.213996 -1.682302 -0.1 -1.6 -0.4
C 0.266773 -0.904918 2.535957 0.7 -0.8 -0.9
C -0.762934 2.702637 -2.937013 -0.1 0.2 -0.2
C 0.068606 -2.385032 1.997921 -0.4 -0.2 0.4
C 1.313474 -3.096690 1.363704 1.1 -0.1 0.8
C -0.836177 -2.633652 0.763589 -0.4 0.1 -0.5
S 0.421100 -3.587522 -0.112868 2.5 -1.6 0.0
H -1.376419 -3.044446 3.279844 1.2 0.1 -0.5
H -1.783758 2.692265 0.309173 0.8 -0.3 0.1
H 1.981124 1.281382 -1.300194 0.2 -0.1 -0.1
H -1.681800 0.937270 2.076961 0.6 0.0 -0.4
H 2.091941 -0.409277 0.419374 1.0 -0.8 0.4
H 1.552668 -1.598495 4.168100 -0.1 -0.1 -0.1
H 1.646873 0.134262 3.906161 -0.3 -0.4 -0.4
H 2.423367 -0.949270 2.781163 0.4 -0.1 -0.3
H 0.070464 0.693089 -3.207665 0.0 0.0 0.0
H -0.526365 1.455002 -4.672592 -0.2 -0.1 -0.3
H 1.006316 1.957598 -4.013874 0.3 0.1 0.0
H -2.703842 2.827279 -1.930213 -0.2 0.3 0.3
H -2.051335 1.177414 -2.109905 -0.1 0.3 0.2
H -2.746657 1.982855 -3.463397 -0.2 0.1 -0.4
H 1.007358 3.510525 -1.979782 0.5 0.2 -0.2
H -0.453706 4.070163 -1.247780 -0.5 0.6 0.2
H -0.529026 -0.725128 3.246965 -0.6 0.1 -0.2
H -0.927022 3.554941 -3.615492 0.2 0.0 0.3
H 2.203202 -2.479256 1.119808 -0.7 -0.2 0.2
H 1.645797 -3.974645 1.952888 -0.3 0.5 -0.3
H -1.703404 -3.250411 0.940306 -0.4 0.0 0.1
H -1.041719 -1.756665 0.178456 -0.3 0.4 -0.2
```
Forces are in eV/Å.

Properties
Kohn-Sham gap: 9.6 eV
Calculated total energy: -1208.629503 Ha
Multiplicity: 1
Total charge: 0